Entry 1:
{"formula": "C34H26F6N10O5S2Sc", "method": "the ωB97M-V functional and the def2-TZVPD basis", "symbols": ["Sc", "N", "C", "C", "C", "C", "C", "C", "C", "C", "C", "C", "C", "C", "H", "H", "H", "H", "H", "H", "H", "H", "H", "H", "C", "N", "C", "N", "C", "N", "C", "C", "C", "C", "C", "C", "C", "N", "N", "C", "O", "C", "C", "C", "C", "C", "C", "N", "C", "N", "C", "N", "C", "H", "H", "H", "H", "H", "H", "H", "H", "H", "H", "H", "H", "H", "H", "H", "H", "F", "C", "F", "F", "S", "O", "O", "N", "S", "O", "O", "C", "F", "F", "F"], "xyz": [[0.165897, -0.334534, -1.757284], [-1.742298, -0.224513, -3.016478], [-2.959068, 0.191435, -2.344167], [-4.110422, -0.561413, -2.511804], [-5.286629, -0.192788, -1.876469], [-5.304791, 0.945366, -1.084695], [-4.147341, 1.693343, -0.923524], [-2.948683, 1.331053, -1.537302], [-1.711918, 2.117287, -1.241893], [-1.764891, 3.507550, -1.266676], [-0.671304, 4.260747, -0.856110], [0.470743, 3.628488, -0.385793], [0.521883, 2.238763, -0.376033], [-0.547749, 1.448617, -0.819052], [-1.881349, -1.147676, -3.424584], [-1.563840, 0.380041, -3.820474], [-4.093449, -1.431487, -3.159004], [-6.182948, -0.781846, -2.015481], [-6.217061, 1.250996, -0.590088], [-4.154016, 2.568282, -0.285517], [-2.660677, 4.006867, -1.617602], [-0.717351, 5.341103, -0.895669], [1.312428, 4.211826, -0.035397], [1.429237, 1.774433, 0.001724], [4.773279, -1.998016, 1.290796], [3.932038, -1.379990, 0.266310], [2.662933, -1.617885, -0.018794], [2.223338, -0.712595, -0.886301], [3.322904, 0.077837, -1.097479], [4.367419, -0.291044, -0.407773], [4.695158, -1.224914, 2.586234], [5.838463, -0.739285, 3.202204], [5.737865, -0.020007, 4.387707], [4.502093, 0.234989, 4.953921], [3.351941, -0.247640, 4.332829], [3.455547, -0.982819, 3.160515], [2.035466, 0.038718, 4.896197], [1.733613, 0.736995, 5.933625], [0.350515, 0.730830, 6.023533], [-0.076800, 0.033271, 5.030045], [0.934135, -0.431503, 4.255168], [-1.456807, -0.264036, 4.653705], [-2.501660, 0.344595, 5.343392], [-3.807406, 0.082654, 4.968250], [-4.076275, -0.773052, 3.908677], [-3.036190, -1.391973, 3.226663], [-3.359014, -2.362446, 2.113751], [-2.322543, -2.395588, 1.082413], [-1.837558, -1.383813, 0.381122], [-0.876515, -1.835788, -0.428166], [-0.836258, -3.175527, -0.156846], [-1.688366, -3.546163, 0.759153], [-1.725887, -1.137429, 3.605441], [5.787255, -2.012142, 0.899940], [4.427837, -3.024303, 1.415677], [2.091857, -2.427527, 0.406061], [3.327039, 0.922535, -1.767244], [6.810318, -0.914329, 2.757336], [6.633469, 0.355157, 4.863927], [4.409017, 0.807803, 5.866572], [2.549705, -1.354782, 2.696551], [-2.273000, 1.019655, 6.156832], [-4.624217, 0.556711, 5.495329], [-5.102033, -0.960418, 3.613494], [-4.307968, -2.101854, 1.645761], [-3.431255, -3.383666, 2.483812], [-2.164000, -0.358907, 0.466323], [-0.175193, -3.866486, -0.654666], [-0.898859, -1.615247, 3.094169], [3.458958, -1.601703, -3.808921], [3.019162, -0.750809, -4.735594], [3.128165, -1.291404, -5.930608], [3.707438, 0.369862, -4.660861], [1.214338, -0.406269, -4.363732], [1.251161, 0.713766, -3.397677], [0.728611, -1.591480, -3.637716], [0.409133, -0.225846, -5.638526], [0.569745, 1.008064, -6.678766], [0.144769, 0.605217, -7.969809], [1.808704, 1.693217, -6.463002], [-0.763825, 2.115168, -6.046897], [-1.929773, 1.457065, -6.022040], [-0.488954, 2.495517, -4.792582], [-0.867438, 3.177117, -6.820064]], "forces_ev_per_angstrom": [[0.170, 0.016, 0.050], [-0.014, -0.121, -0.107], [0.031, 0.040, 0.041], [-0.026, -0.036, 0.015], [0.008, 0.017, 0.013], [0.030, 0.007, 0.002], [-0.035, -0.002, 0.019], [0.100, 0.039, -0.057], [-0.120, -0.048, 0.102], [0.005, 0.041, 0.048], [0.018, -0.061, 0.005], [-0.140, 0.016, 0.005], [-0.009, 0.133, -0.035], [0.072, -0.023, -0.149], [-0.052, 0.027, -0.032], [-0.002, 0.120, 0.082], [0.004, 0.002, 0.000], [0.003, -0.001, -0.001], [0.002, 0.003, -0.003], [-0.017, -0.006, 0.000], [0.011, 0.008, 0.008], [-0.003, -0.003, -0.002], [-0.003, 0.001, 0.000], [0.019, -0.023, -0.045], [0.004, 0.040, 0.030], [0.121, 0.093, 0.000], [-0.076, -0.035, 0.022], [-0.039, -0.016, -0.016], [0.036, 0.021, 0.026], [-0.086, -0.087, 0.006], [-0.024, 0.004, -0.011], [-0.015, -0.007, -0.003], [0.024, 0.024, 0.026], [-0.023, 0.003, 0.006], [-0.005, -0.007, -0.045], [-0.015, 0.004, 0.029], [0.009, 0.151, -0.003], [0.029, -0.083, 0.014], [-0.024, -0.049, -0.021], [-0.029, 0.147, 0.038], [0.011, -0.180, 0.002], [-0.014, -0.011, -0.032], [0.035, -0.003, 0.003], [-0.027, 0.013, 0.011], [0.020, 0.004, -0.009], [-0.005, 0.008, -0.010], [0.001, 0.018, 0.054], [0.000, -0.003, 0.032], [0.023, -0.065, 0.012], [0.011, 0.122, -0.095], [0.041, 0.015, -0.040], [-0.048, 0.041, -0.023], [0.037, 0.003, 0.006], [0.004, -0.036, -0.002], [0.007, -0.012, -0.023], [0.015, -0.003, -0.002], [-0.007, -0.004, -0.004], [-0.006, 0.000, -0.001], [-0.004, -0.002, -0.002], [0.016, -0.002, -0.001], [0.010, 0.004, -0.009], [-0.022, 0.000, -0.001], [0.006, 0.000, 0.001], [0.003, 0.003, 0.005], [0.002, -0.023, -0.020], [0.011, -0.018, -0.022], [-0.004, -0.010, 0.017], [-0.006, -0.009, 0.012], [-0.017, -0.008, -0.004], [0.036, 0.033, -0.044], [-0.120, 0.004, 0.008], [0.016, 0.007, 0.033], [0.028, -0.027, -0.016], [0.084, -0.181, 0.034], [-0.035, -0.145, 0.072], [0.006, 0.090, 0.012], [-0.152, -0.140, -0.062], [0.406, 0.383, -0.073], [-0.016, -0.130, 0.102], [-0.243, -0.119, -0.012], [-0.008, -0.003, 0.130], [0.022, 0.041, -0.031], [-0.047, 0.017, -0.085], [-0.013, -0.019, 0.021]], "mulliken_charge": [-0.39, 0.30, 0.36, -0.36, -0.80, -0.80, -0.76, 0.28, 0.02, -0.58, -0.98, -0.93, -1.01, 2.05, 0.34, 0.10, 0.46, 0.45, 0.47, 0.55, 0.58, 0.41, 0.46, 0.54, -1.18, 0.84, -0.45, 0.76, -0.90, -1.01, 1.04, -0.81, -0.75, -0.88, -0.15, -0.10, 0.66, -0.47, -0.47, 0.59, -0.21, -0.10, -0.97, -0.72, -0.94, 0.85, -1.10, 1.14, -0.77, 0.37, -0.77, -1.03, 0.13, 0.42, 0.29, 0.54, 0.66, 0.42, 0.41, 0.55, 0.63, 0.54, 0.42, 0.46, 0.44, 0.35, 0.78, 0.56, 0.72, -0.17, 0.66, -0.20, -0.17, 1.09, -0.42, -0.80, -0.45, 1.11, -0.62, -0.58, 0.66, -0.23, -0.21, -0.22], "multiplicity": 1, "e_homo_ev": -11.2, "orbital_gap_ev": 8.62, "charge": 1}

***

Entry 2:
{"formula": "C16H34CeP2", "method": "the ωB97M-V functional and the def2-TZVPD basis", "symbols": ["P", "P", "C", "C", "H", "H", "H", "H", "C", "H", "H", "H", "C", "H", "H", "H", "C", "H", "H", "H", "C", "H", "H", "H", "Ce", "C", "C", "C", "C", "C", "C", "C", "C", "C", "H", "H", "H", "H", "H", "H", "H", "H", "H", "H", "H", "H", "H", "H", "H", "C", "H", "H", "H"], "xyz": [[0.151576, -1.354401, -6.237000], [0.060945, 1.738914, -6.129611], [-0.215775, -0.460202, -7.888551], [0.306207, 0.955136, -7.862469], [-1.305388, -0.491025, -8.050417], [0.279994, -1.036257, -8.683762], [1.382591, 0.995029, -8.098700], [-0.242890, 1.576947, -8.586008], [-1.518992, 2.534969, -6.659003], [-1.801158, 3.288809, -5.918906], [-2.323867, 1.795739, -6.740908], [-1.364758, 3.015903, -7.631400], [1.152374, 3.154336, -6.563847], [0.834859, 3.574821, -7.522832], [2.190195, 2.809717, -6.633503], [1.073863, 3.906469, -5.773260], [-0.955632, -2.750009, -6.678731], [-0.810837, -3.551154, -5.948559], [-0.704525, -3.100145, -7.683702], [-1.998969, -2.418231, -6.649450], [1.690186, -2.098630, -6.921370], [2.484886, -1.349695, -7.010340], [1.467528, -2.514606, -7.910256], [2.025918, -2.898879, -6.256295], [0.507503, 0.095572, 0.475469], [0.625834, 1.765421, -1.968654], [-0.736452, 1.651943, -1.971823], [-1.515050, 0.779321, -2.905942], [-1.873366, -0.642139, -2.459309], [-0.818993, -1.505073, -1.835128], [0.506155, -1.451660, -2.056195], [1.195230, -0.562939, -3.070073], [1.605274, 0.860435, -2.656995], [0.160435, -1.845042, 1.653918], [1.075015, 2.578457, -1.396719], [-1.321288, 2.340635, -1.358196], [-1.046818, 0.754709, -3.905941], [-2.493368, 1.271633, -3.057562], [-2.679326, -0.594117, -1.714363], [-2.306163, -1.114859, -3.359036], [-1.200414, -2.257162, -1.128730], [1.169864, -2.183679, -1.550400], [0.612995, -0.528547, -4.007069], [2.137804, -1.064959, -3.349125], [2.486013, 0.801548, -1.987856], [1.982518, 1.310369, -3.597386], [0.885897, -1.747980, 2.479848], [0.394273, -2.750089, 1.075712], [-0.850919, -1.936725, 2.079554], [-0.301459, 1.700374, 1.937616], [-1.246364, 2.214218, 1.707683], [0.519387, 2.443097, 1.928865], [-0.348845, 1.252484, 2.949219]], "forces_ev_per_angstrom": [[-0.541, -0.501, -2.482], [0.241, 0.678, -2.324], [-0.115, -0.248, 0.753], [0.167, 0.141, 0.781], [0.336, 0.058, 0.045], [-0.426, 0.055, 0.195], [-0.359, -0.048, 0.075], [0.445, -0.054, 0.209], [-0.237, 0.081, 0.595], [-0.197, -0.005, -0.131], [0.085, 0.151, 0.021], [-0.140, -0.044, 0.274], [0.040, 0.163, 0.571], [0.175, 0.047, 0.174], [-0.147, 0.154, 0.019], [0.170, 0.147, -0.229], [-0.024, -0.217, 0.520], [-0.181, -0.137, -0.215], [-0.171, -0.089, 0.155], [0.135, -0.144, -0.002], [0.354, -0.145, 0.544], [-0.073, -0.156, 0.017], [0.172, 0.018, 0.259], [0.190, 0.020, -0.142], [-0.261, 0.068, 0.169], [-1.187, -0.501, 0.325], [0.998, 0.022, 0.022], [-0.597, 0.110, -0.657], [-0.457, 0.014, 0.217], [-0.006, -0.051, 0.363], [0.683, 0.275, 0.203], [0.127, -0.320, -0.324], [0.461, -0.093, -0.090], [-0.084, 0.254, -0.208], [-0.080, 0.084, 0.035], [0.198, 0.076, -0.079], [0.052, 0.080, 0.518], [0.431, -0.103, -0.012], [-0.093, -0.003, -0.267], [0.146, -0.221, 0.482], [0.162, 0.087, -0.324], [-0.496, 0.222, -0.123], [0.094, 0.003, 0.442], [-0.349, 0.148, 0.051], [0.075, 0.081, -0.174], [-0.085, 0.152, 0.562], [-0.024, 0.077, -0.045], [-0.003, 0.186, -0.020], [0.153, 0.121, -0.095], [0.169, -0.396, -0.226], [0.174, -0.199, -0.004], [-0.058, -0.119, -0.089], [-0.041, 0.022, -0.339]], "mulliken_charge": [1.00, 0.89, -1.21, -1.24, 0.47, 0.52, 0.47, 0.50, -1.53, 0.38, 0.35, 0.49, -1.39, 0.42, 0.39, 0.40, -1.37, 0.41, 0.40, 0.38, -1.51, 0.36, 0.47, 0.38, 1.37, -0.93, -0.42, 0.51, -0.79, -0.72, -0.82, 1.27, -0.98, -1.27, 0.66, 0.54, -0.99, 0.65, 0.46, 0.33, 0.60, 0.60, -1.55, 0.71, 0.53, 0.40, 0.48, 0.42, 0.43, -1.17, 0.39, 0.42, 0.43], "multiplicity": 1, "e_homo_ev": [-12.9, -12.9], "orbital_gap_ev": [3.49, 3.51], "charge": 2}

***

| no. | electronic energy (eV) |
| --- | --- |
| 1 | -119491.498 |
| 2 | -48628.620 |